1.
Entry from the OMol25 dataset: a molecular structure, C13H10N3O6SV at a distorted geometry (wB97M-V/def2-TZVPD).

The geometry in ORCA input format:
```
! wB97M-V def2-TZVPD RIJCOSX def2/J DEFGRID3
* xyz -1 2
C 3.336 2.108 -0.265
N -2.655 -0.734 -0.257
H -3.308 -2.714 -0.217
N 0.421 1.456 -0.223
H 5.140 3.253 -0.200
C 2.770 0.829 -0.314
H -5.692 -2.180 -0.320
H -6.411 0.251 -0.364
N -0.790 0.802 -0.085
C 5.013 -0.123 -0.315
C -4.962 -1.384 -0.323
C 5.558 1.150 -0.264
C -5.360 -0.010 -0.344
O -0.811 -3.082 0.073
H 5.651 -0.997 -0.329
H -4.693 2.009 -0.320
C -3.645 -1.688 -0.272
H 3.184 -1.247 -0.367
O -2.060 -3.837 2.034
C 4.721 2.252 -0.240
H -2.003 2.545 -0.379
O 0.385 -3.747 2.111
C 1.321 0.541 -0.323
C 3.635 -0.265 -0.340
C -3.034 0.615 -0.288
S -0.843 -3.210 1.600
C -4.421 0.961 -0.321
O -0.916 -1.669 1.947
H 3.100 3.984 -0.194
C -1.967 1.473 -0.254
O 2.535 3.206 -0.244
V -0.785 -1.098 0.200
O 0.955 -0.741 -0.361
H 6.632 1.291 -0.241
*
```

E_HOMO (spin up / spin down): -3.386 / -3.474 eV



2.
Entry from the OMol25 dataset: a molecular structure, C13H11Br3N2O4 at a distorted geometry (wB97M-V/def2-TZVPD).

The geometry in ORCA input format:
```
! wB97M-V def2-TZVPD RIJCOSX def2/J DEFGRID3
* xyz -1 2
C -1.484 2.234 -2.369
C -1.878 0.916 -2.123
H 4.926 -0.430 2.236
H 4.705 -3.429 -0.710
Br -4.827 -1.367 1.067
N -1.063 4.626 -1.690
C -2.111 2.881 -0.129
C -2.586 0.648 -0.926
C 4.286 -0.841 1.469
O -1.064 5.046 -2.863
C 4.895 -1.831 0.696
C 2.856 -2.344 -0.313
C -3.090 -2.131 1.738
H -2.258 -1.432 1.638
H 5.947 -2.028 0.839
Br -2.828 -3.884 0.907
H -0.993 2.376 -3.321
H -2.173 3.605 0.670
H -2.990 -0.331 -0.715
C 4.201 -2.625 -0.194
O 0.023 -1.968 -0.404
C 2.924 -0.640 1.346
O 0.006 -0.621 1.309
H -1.666 0.144 -2.849
H 2.566 0.122 2.022
C -2.715 1.607 0.077
C 2.141 -1.394 0.463
H 2.227 -2.971 -0.927
C -1.583 3.248 -1.408
Br -3.357 -2.542 3.674
H -3.091 1.371 1.062
N 0.614 -1.290 0.474
O -0.560 5.276 -0.745
*
```

ΔE to the lowest compared entry with this formula, charge and spin: 0.0 kcal/mol
E_HOMO (spin up / spin down): -1.769 / -5.393 eV



3.
Entry from the OMol25 dataset: a molecular structure, C13H11BrClNO2Pd at a distorted geometry (wB97M-V/def2-TZVPD).

The geometry in ORCA input format:
```
! wB97M-V def2-TZVPD RIJCOSX def2/J DEFGRID3
* xyz 2 5
H -1.376 0.667 -2.886
N 0.006 0.568 1.241
Cl -3.242 0.240 -1.784
C 0.310 -0.455 -2.323
C -0.463 1.675 3.416
O 0.546 -2.909 2.291
O -3.373 -1.277 0.504
H 0.121 1.643 -2.464
C 0.602 -2.685 -1.632
C 1.740 -1.891 -1.178
C -0.325 -1.781 -2.288
C 0.976 2.710 1.872
H 2.591 -2.296 -0.675
C -2.418 -1.115 -0.206
C 0.338 2.760 3.123
C 0.791 1.629 0.978
C 1.585 -0.556 -1.657
H -1.275 -2.009 -2.769
C -0.263 0.735 -2.978
H 0.489 -3.752 -1.527
H -1.229 -0.199 2.772
C -0.595 0.623 2.447
Pd -0.373 -1.265 -0.129
H 0.021 0.743 -4.055
H 2.316 0.243 -1.626
C 0.410 -2.396 1.220
H 1.667 3.544 1.539
H 0.471 3.603 3.795
Br -1.395 1.534 4.969
H 1.347 1.672 0.011
*
```

E_HOMO (spin up / spin down): -15.370 / -15.371 eV



4.
Entry from the OMol25 dataset: C13H11BrNO4P in the gas phase at a distorted geometry (wB97M-V/def2-TZVPD).

The geometry in ORCA input format:
```
! wB97M-V def2-TZVPD RIJCOSX def2/J DEFGRID3
* xyz 0 1
H -2.498 -0.746 -1.891
C -1.235 1.647 0.044
C 1.030 1.864 1.010
H -1.407 -2.541 -3.994
H -1.512 2.567 0.539
O 1.119 -1.878 -3.275
C 1.845 -0.471 -0.224
C 0.428 -0.015 -0.461
H -1.396 -4.001 -3.001
O 2.521 -1.049 -1.046
O 0.978 1.916 5.031
C 2.360 -0.171 1.153
H 2.811 2.321 3.197
Br -0.143 -0.197 3.652
N -3.482 1.460 -0.779
C -0.478 -0.715 -1.235
H -3.959 0.923 -1.500
C -2.145 0.943 -0.709
C 1.170 1.215 4.091
C -1.752 -0.207 -1.320
H 3.023 -0.845 1.682
P 0.043 -2.263 -2.081
C 1.964 0.943 1.738
O 1.109 3.073 1.089
C 0.017 1.152 0.154
H 3.070 0.545 3.470
H -2.358 -2.579 -2.481
C 2.382 1.326 3.142
H 1.871 -2.451 -3.109
H -3.928 1.152 0.083
C -1.447 -2.918 -2.968
*
```

SMILES string: CP(O)c1cc(N)cc2c1C(=O)C=C(CC(=O)Br)C2=O
E_HOMO: -8.203 eV



Values for total energy, hartree, ordered as above
-2459.4462; -8634.3049; -3868.4335; -3773.0676